Version P
{"formula": "C3H10N4", "method": "ωB97M-V/def2-TZVPD", "homo_lumo_gap_ev": [7.477, 7.747], "species": ["C", "C", "N", "N", "C", "N", "N", "H", "H", "H", "H", "H", "H", "H", "H", "H", "H"], "positions_angstrom": [[1.49, -0.46, 0.55], [2.01, -0.26, -1.97], [-1.26, 0.55, -0.66], [-1.77, 0.42, 1.66], [1.04, -0.09, -0.84], [-3.14, 0.42, 1.66], [-0.13, 0.32, -1.09], [-1.34, 0.95, 0.50], [-1.47, -0.55, 1.65], [-3.58, -0.07, 0.89], [-3.50, 1.37, 1.73], [2.51, -0.11, 0.72], [0.84, -0.03, 1.31], [1.55, -0.01, -2.92], [2.38, -1.29, -2.02], [2.89, 0.38, -1.83], [1.50, -1.54, 0.68]], "nbo_charge": [-0.655, -0.630, -0.285, -0.530, 0.109, -0.633, -0.057, 0.320, 0.336, 0.344, 0.354, 0.224, 0.231, 0.228, 0.214, 0.213, 0.219]}

---

Version Q
{"formula": "C3H10N4", "method": "ωB97M-V/def2-TZVPD", "homo_lumo_gap_ev": 9.170, "smiles": "[H]/N=C/N(N)N(C)C", "species": ["C", "C", "C", "N", "N", "N", "N", "H", "H", "H", "H", "H", "H", "H", "H", "H", "H"], "positions_angstrom": [[-0.94, -0.46, 0.93], [0.28, -0.38, -1.65], [1.93, -0.32, 0.17], [-0.30, 0.72, 0.64], [0.67, 0.12, -0.36], [-2.19, -0.34, 1.23], [-1.01, 1.82, 0.24], [-2.58, -1.15, 1.69], [-0.33, -1.33, 1.19], [-1.99, 1.56, 0.09], [-0.92, 2.56, 0.93], [-0.70, -0.01, -1.94], [0.25, -1.48, -1.67], [1.02, -0.05, -2.39], [2.73, 0.02, -0.50], [1.98, -1.41, 0.26], [2.11, 0.12, 1.15]], "nbo_charge": [0.258, -0.424, -0.415, -0.127, -0.337, -0.731, -0.648, 0.346, 0.176, 0.378, 0.369, 0.218, 0.165, 0.198, 0.195, 0.162, 0.219]}

---

Version R
{"formula": "C3H10N4", "method": "ωB97M-V/def2-TZVPD", "homo_lumo_gap_ev": 6.733, "species": ["C", "C", "N", "C", "N", "N", "N", "H", "H", "H", "H", "H", "H", "H", "H", "H", "H"], "positions_angstrom": [[0.23, -0.57, 1.08], [-1.18, 1.02, -0.11], [-0.87, 0.19, 0.87], [1.44, -0.58, 0.33], [1.64, 0.44, -0.63], [-2.44, 1.61, -0.17], [2.38, -1.45, 0.43], [-1.60, 0.07, 1.57], [1.55, 1.37, -0.24], [2.55, 0.31, -1.04], [2.16, -2.21, 1.07], [-2.93, 1.66, 0.71], [-2.46, 2.49, -0.67], [0.24, -1.92, -1.90], [0.15, -1.27, 1.90], [-0.53, 1.12, -0.95], [-0.34, -2.29, -2.26]], "nbo_charge": [-0.336, 0.143, -0.404, 0.374, -0.855, -0.811, -0.781, 0.405, 0.362, 0.394, 0.330, 0.370, 0.389, 0.016, 0.197, 0.224, -0.018]}

---

Preferred: version R; penalty for the next structure: 0.483 eV.